(1)
DFT (the ωB97M-V functional and the def2-TZVPD basis) results for C6H10FNO2 in the gas phase at a distorted geometry.

```
! wB97M-V def2-TZVPD RIJCOSX def2/J DEFGRID3
* xyz 0 3
F 1.4349 0.7247 -0.8717
O -0.1553 1.5446 2.2645
O -1.6475 0.0842 0.8177
N -0.6464 -1.2192 -0.7163
C 1.7867 2.5979 1.2432
C 0.6981 1.5243 1.2632
C 0.5911 0.6101 0.2868
C -0.6439 -0.2178 0.1557
C -1.9282 -1.9022 -0.9555
C 0.4563 -1.6847 -1.4081
H 1.2604 -2.0169 -0.7533
H -2.0319 -2.9703 -1.1698
H -2.4169 -1.5332 -1.8118
H 2.4745 2.3370 0.5068
H -2.6180 -1.6463 -0.1510
H 0.0278 -2.5793 -1.9644
H 0.8349 -0.9947 -2.1398
H 2.2689 2.7016 2.2830
H -0.9845 1.1070 2.1039
H 1.2387 3.5334 1.0169
*
```

Its calculated total energy is -14681.772 eV. For the LUMO energy (alpha / beta), the calculation gives 0.82 / -2.19 eV. As for the orbital gap (alpha / beta): 5.9 / 7.0 eV. For the HOMO energy (alpha / beta), the calculation gives -0.18625 / -0.33888 Ha.

(2)
DFT (the ωB97M-V functional and the def2-TZVPD basis) results for C6H10HgO3 as an isolated structure at a distorted geometry.

```
! wB97M-V def2-TZVPD RIJCOSX def2/J DEFGRID3
* xyz 1 2
Hg 1.7093 3.5200 0.7575
O 0.0665 -0.0934 -0.7715
O 1.4800 0.8629 0.5244
O 0.1327 2.1940 -0.5943
C 2.5706 -1.3845 -0.0864
C 0.5887 1.0790 -0.3975
C -3.2186 0.7561 0.2980
C -2.1537 -0.0411 0.2125
C 1.4922 -0.7758 0.7743
C -1.3579 -0.2067 -1.0411
H 0.6115 -1.4143 0.8944
H -1.4474 -1.2202 -1.4479
H 3.0428 -2.1993 0.4787
H -3.8461 0.7633 1.1903
H 3.3370 -0.6415 -0.3411
H -3.5048 1.4134 -0.5261
H -1.6092 0.5503 -1.7915
H -1.8555 -0.6625 1.0617
H 1.7993 -0.6989 1.8217
H 2.1627 -1.8008 -1.0160
*
```

Its calculated total energy is -16691.612 eV. For the LUMO energy (alpha / beta), the calculation gives -3.43 / -7.56 eV. As for the orbital gap (alpha / beta): 10.1 / 6.0 eV. Its relative energy (zero: lowest compared OMol25 entry of this formula, charge and spin) is 5.1 kJ/mol. For the HOMO energy (alpha / beta), the calculation gives -0.49623 / -0.49661 Ha.

(3)
DFT (the ωB97M-V functional and the def2-TZVPD basis) results for a 2-piece molecular cluster, C6H10IN overall at a distorted geometry.

```
! wB97M-V def2-TZVPD RIJCOSX def2/J DEFGRID3
* xyz 0 3
I 3.8115 -0.2534 0.1471
N 0.4250 0.6472 -1.3936
C 0.8110 0.2522 -0.2383
C 0.6034 0.8383 1.1343
C -0.9373 -1.6622 -0.3031
C -0.5213 1.6774 -1.6962
C -0.9786 -2.5376 0.5014
C 1.7613 -0.8257 -0.3955
H 1.6807 -0.9019 -1.4896
H -0.8919 -3.3475 1.2186
H -1.1549 -0.8500 -0.9180
H -1.5293 1.5198 -1.2215
H 1.6770 -1.6447 0.3096
H -0.0392 1.5993 0.9444
H 0.3431 0.1358 1.9668
H 1.4947 1.2464 1.5768
H -0.1374 2.6713 -1.3546
H -0.6271 1.6881 -2.8098
*
```

Its calculated total energy is -15966.893 eV. For the LUMO energy (alpha / beta), the calculation gives 0.72 / -3.60 eV. As for the orbital gap (alpha / beta): 6.1 / 5.2 eV. Its relative energy (zero: lowest compared OMol25 entry of this formula, charge and spin) is 347.0 kJ/mol. For the HOMO energy (alpha / beta), the calculation gives -0.19825 / -0.32316 Ha.

(4)
DFT (the ωB97M-V functional and the def2-TZVPD basis) results for C6H10INO in the gas phase at a distorted geometry.

```
! wB97M-V def2-TZVPD RIJCOSX def2/J DEFGRID3
* xyz 0 1
I 2.8321 -2.8394 0.0042
O 0.4912 -1.2205 -1.1287
N 1.0251 -3.4232 0.7229
C 1.3269 0.9681 -1.2593
C -0.3730 -2.2551 -0.8151
C 0.4025 -0.0330 -0.5270
C -0.4252 1.5992 1.1857
C -0.1085 -3.0172 0.3705
C -0.3684 0.2372 0.5037
H -0.2759 2.4300 0.5289
H -1.3177 1.7418 1.8109
H -1.3213 -1.7602 -0.6407
H -0.5191 -2.8924 -1.7143
H -0.7325 -3.6777 0.9427
H 0.3631 1.6466 2.0234
H 2.0133 1.5430 -0.6850
H 1.9731 0.3262 -1.8376
H -1.1021 -0.4897 0.8403
H 0.7162 1.5970 -1.8286
*
```

Its calculated total energy is -18019.352 eV. For the LUMO energy, the calculation gives 0.37 eV. As for the orbital gap: 8.8 eV. Its relative energy (zero: lowest compared OMol25 entry of this formula, charge and spin) is 113.8 kJ/mol. For the HOMO energy, the calculation gives -0.31009 Ha. As for the SMILES: C/C=C(\C)OC/C=N\I.

(5)
DFT (the ωB97M-V functional and the def2-TZVPD basis) results for an isolated ion of composition C6H10N and charge +1 at a distorted geometry.

```
! wB97M-V def2-TZVPD RIJCOSX def2/J DEFGRID3
* xyz 1 1
N 0.9686 -0.1987 0.3427
C 0.6460 0.1289 -2.1123
C -2.4365 -0.3075 0.4325
C 1.2259 0.4428 -0.7888
C -1.1943 -0.3340 -0.4415
C 1.2749 0.1852 1.6642
C -0.7858 -0.1454 -1.5666
H 2.4059 0.3012 1.7791
H 0.9061 -0.5078 2.4548
H -3.1250 -1.0486 0.1269
H 0.8014 1.1078 1.7597
H 1.8495 1.3099 -0.6762
H -2.2252 -0.5504 1.4088
H 0.7445 -1.1846 0.2927
H -2.9124 0.6667 0.4847
H 1.0292 -0.8109 -2.4515
H 0.8272 0.9454 -2.7091
*
```

Its calculated total energy is -7862.750 eV. For the LUMO energy (alpha / beta), the calculation gives -5.59 / -5.59 eV. As for the orbital gap (alpha / beta): 8.3 / 8.3 eV. Its relative energy (zero: lowest compared OMol25 entry of this formula, charge and spin) is 347.1 kJ/mol. For the HOMO energy (alpha / beta), the calculation gives -0.50909 / -0.50909 Ha. As for the SMILES: CC#CC/C=[NH+]/C.

(6)
DFT (the ωB97M-V functional and the def2-TZVPD basis) results for an isolated ion of composition C6H10N and charge +1 at a distorted geometry.

```
! wB97M-V def2-TZVPD RIJCOSX def2/J DEFGRID3
* xyz 1 1
N -1.3218 0.8329 0.2728
C 1.2524 0.1240 0.0964
C -2.3411 -1.2248 -0.4161
C 2.6765 -0.3149 0.1113
C 0.8877 1.3984 -0.2217
C -0.5305 1.7574 -0.0099
C -1.5535 -0.3867 0.5332
H -1.6582 -0.9195 1.5189
H -2.1042 -2.1925 -0.0723
H 3.2595 -0.6180 0.9738
H -0.9202 2.6859 -0.3129
H 3.2009 0.5772 -0.2538
H 0.5152 -0.6494 0.2337
H -3.4227 -1.0229 -0.0112
H 2.7202 -1.1819 -0.5263
H 1.6551 2.2211 -0.4702
H -2.3152 -1.0862 -1.4459
*
```

Its calculated total energy is -7864.683 eV. For the LUMO energy, the calculation gives -5.00 eV. As for the orbital gap: 9.2 eV. Its relative energy (zero: lowest compared OMol25 entry of this formula, charge and spin) is 160.7 kJ/mol. For the HOMO energy, the calculation gives -0.52042 Ha. As for the SMILES: CC=[N+]=C/C=C/C.

(7)
DFT (the ωB97M-V functional and the def2-TZVPD basis) results for C6H10N2 as an isolated structure at a distorted geometry.

```
! wB97M-V def2-TZVPD RIJCOSX def2/J DEFGRID3
* xyz 0 1
N -1.2039 -1.1550 -0.2333
N 1.9243 0.7056 0.3152
C -1.3347 0.1652 -1.0072
C 0.5101 0.5709 -0.2108
C 0.3207 -0.7936 0.0683
C -1.5154 -0.1563 0.9617
C 1.9270 -0.6593 -0.2769
C -0.9176 1.1049 0.0756
H 0.5933 0.9864 -1.2113
H 2.7608 -1.3387 0.1558
H 0.5650 -1.0638 1.0785
H 2.2629 -0.5557 -1.1915
H -2.3634 0.1196 -1.2985
H -1.1497 2.2625 0.1721
H -2.6756 -0.0094 1.3530
H -1.1996 -0.7088 1.7454
H -0.5230 -0.0334 -1.9016
H 2.0188 0.5589 1.4055
*
```

Its calculated total energy is -9355.303 eV. For the LUMO energy, the calculation gives 1.05 eV. As for the orbital gap: 10.3 eV. Its relative energy (zero: lowest compared OMol25 entry of this formula, charge and spin) is 881.3 kJ/mol. For the HOMO energy, the calculation gives -0.34056 Ha.

(8)
DFT (the ωB97M-V functional and the def2-TZVPD basis) results for C6H10N2 in the gas phase at a distorted geometry.

```
! wB97M-V def2-TZVPD RIJCOSX def2/J DEFGRID3
* xyz 0 1
N 0.5412 -2.7804 -1.2441
N -0.5106 -2.1676 -1.4206
C -0.6084 0.9628 0.4757
C -0.5763 2.2522 -0.3338
C 1.3670 -0.6053 1.2198
C -1.5905 -0.0639 -0.0510
C -0.6200 -0.9009 -0.3962
C 0.5164 -0.0496 0.0922
H 0.6109 -3.5484 -1.9293
H 2.1122 0.1275 1.5227
H 1.1579 0.3069 -0.7168
H 0.7517 -0.8553 2.0815
H -0.6718 1.1761 1.5439
H 1.8782 -1.5042 0.8853
H -2.6616 -0.0622 -0.1116
H -0.6469 2.0241 -1.3965
H 0.3562 2.7849 -0.1565
H -1.4053 2.9031 -0.0648
*
```

Its calculated total energy is -9361.132 eV. For the LUMO energy, the calculation gives 0.68 eV. As for the orbital gap: 9.6 eV. Its relative energy (zero: lowest compared OMol25 entry of this formula, charge and spin) is 318.9 kJ/mol. For the HOMO energy, the calculation gives -0.32596 Ha. As for the SMILES: [H]/N=N/C1=C[C@H](C)[C@H]1C.

(9)
DFT (the ωB97M-V functional and the def2-TZVPD basis) results for C6H10N2 in the gas phase at a distorted geometry.

```
! wB97M-V def2-TZVPD RIJCOSX def2/J DEFGRID3
* xyz 0 1
N 0.6595 0.5594 0.0499
N 2.5654 1.3172 -0.9674
C -1.2552 1.4899 -1.4259
C -0.2280 -1.8254 -0.1051
C -0.3615 -0.3997 0.3678
C -0.4395 0.7439 -0.7278
C -1.1510 -0.1851 1.6312
C 2.0071 0.5626 -0.1206
H 0.5066 -1.9157 -0.9044
H 2.5050 -0.1228 0.5835
H -2.2025 -0.4221 1.4620
H -1.0844 0.8493 1.9605
H 0.0561 -2.4815 0.7178
H 3.5789 1.2984 -0.9257
H -0.7699 -0.8260 2.4253
H -0.8919 2.2753 -2.0627
H -1.1851 -2.1731 -0.5024
H -2.3096 1.2554 -1.4561
*
```

Its calculated total energy is -9361.806 eV. For the LUMO energy, the calculation gives 0.84 eV. As for the orbital gap: 9.4 eV. Its relative energy (zero: lowest compared OMol25 entry of this formula, charge and spin) is 253.8 kJ/mol. For the HOMO energy, the calculation gives -0.31634 Ha. As for the SMILES: [H]/N=C/N1C(=C)C1(C)C.

(10)
DFT (the ωB97M-V functional and the def2-TZVPD basis) results for C6H10N2 as an isolated structure at a distorted geometry.

```
! wB97M-V def2-TZVPD RIJCOSX def2/J DEFGRID3
* xyz 0 1
N -1.5032 -1.3135 0.5876
N -1.3898 0.4155 -0.9363
C -0.0520 -1.1258 0.0894
C 1.2953 0.1077 -0.8610
C -2.1008 -0.4267 -0.0617
C 1.5279 -0.9998 0.1666
C 0.0068 1.1264 1.0132
C -0.2050 0.2724 -0.3231
H 0.0343 -1.4114 -0.9389
H 2.0634 -1.8681 0.0970
H -1.9410 1.2534 -0.7234
H 1.8622 1.1185 -0.8316
H -0.6810 2.2539 1.0027
H 1.2207 1.4745 1.0237
H -0.3662 0.4186 1.9536
H 2.2245 -0.5146 1.1114
H -3.1820 -0.4519 -0.4594
H 1.1859 -0.3290 -1.9098
*
```

Its calculated total energy is -9357.715 eV. For the LUMO energy, the calculation gives 0.99 eV. As for the orbital gap: 10.4 eV. Its relative energy (zero: lowest compared OMol25 entry of this formula, charge and spin) is 648.6 kJ/mol. For the HOMO energy, the calculation gives -0.34658 Ha.

(11)
DFT (the ωB97M-V functional and the def2-TZVPD basis) results for C6H10N2 in the gas phase at a distorted geometry.

```
! wB97M-V def2-TZVPD RIJCOSX def2/J DEFGRID3
* xyz 0 1
N -1.7510 -1.8749 -0.2388
N 1.2432 0.7222 -1.9219
C 1.4411 -0.0161 -0.7754
C 0.5202 -0.1561 0.2178
C -0.7587 0.5337 0.1439
C 0.9130 -0.7289 1.5535
C -1.4779 1.5547 0.5465
C -1.4108 -0.7200 -0.6241
H -1.0015 2.4095 1.0089
H 0.4809 -1.7290 1.6860
H 0.4413 1.3474 -1.9106
H 2.0604 1.0602 -2.3933
H -1.9459 -0.3259 -1.4711
H 0.5497 -0.1368 2.3957
H -1.1830 -2.2749 0.5007
H -2.5255 1.6396 0.2762
H 2.4057 -0.4956 -0.6869
H 1.9989 -0.8091 1.6926
*
```

Its calculated total energy is -9361.233 eV. For the LUMO energy, the calculation gives 0.95 eV. As for the orbital gap: 8.4 eV. Its relative energy (zero: lowest compared OMol25 entry of this formula, charge and spin) is 309.1 kJ/mol. For the HOMO energy, the calculation gives -0.27328 Ha. As for the SMILES: [H]/N=C\C(=C)/C(C)=C\N.

(12)
DFT (the ωB97M-V functional and the def2-TZVPD basis) results for C6H10N2 in the gas phase at a distorted geometry.

```
! wB97M-V def2-TZVPD RIJCOSX def2/J DEFGRID3
* xyz 0 1
N -0.3879 -0.4165 -1.1852
N -0.6260 0.7861 -0.4385
C 0.1788 2.1877 1.3040
C 1.3299 -0.0170 0.9282
C 1.7573 -1.0585 0.1400
C -1.0180 -1.6352 -0.7248
C 0.2482 0.9126 0.5415
C -1.6537 -0.7876 -1.8544
H -1.7085 -0.8395 -2.9713
H -2.4212 0.0334 -1.3639
H 1.2611 -1.2932 -0.7286
H -0.6094 2.8141 1.0587
H -0.5545 -2.6361 -0.8447
H 0.1821 2.0189 2.4611
H -1.5885 -1.5758 0.1667
H 2.6460 -1.6170 0.5246
H 1.8856 0.4284 1.7960
H 1.0786 2.6952 1.1907
*
```

Its calculated total energy is -9360.044 eV. For the LUMO energy, the calculation gives 0.58 eV. As for the orbital gap: 9.3 eV. Its relative energy (zero: lowest compared OMol25 entry of this formula, charge and spin) is 423.8 kJ/mol. For the HOMO energy, the calculation gives -0.32205 Ha. As for the SMILES: C=C/C(C)=N\N1CC1.

Q: The highest calculated total energy belongs to which entry?
A: number 5

What did the second record say?
DFT (the ωB97M-V functional and the def2-TZVPD basis) results for C6H10HgO3 as an isolated structure at a distorted geometry.

```
! wB97M-V def2-TZVPD RIJCOSX def2/J DEFGRID3
* xyz 1 2
Hg 1.7093 3.5200 0.7575
O 0.0665 -0.0934 -0.7715
O 1.4800 0.8629 0.5244
O 0.1327 2.1940 -0.5943
C 2.5706 -1.3845 -0.0864
C 0.5887 1.0790 -0.3975
C -3.2186 0.7561 0.2980
C -2.1537 -0.0411 0.2125
C 1.4922 -0.7758 0.7743
C -1.3579 -0.2067 -1.0411
H 0.6115 -1.4143 0.8944
H -1.4474 -1.2202 -1.4479
H 3.0428 -2.1993 0.4787
H -3.8461 0.7633 1.1903
H 3.3370 -0.6415 -0.3411
H -3.5048 1.4134 -0.5261
H -1.6092 0.5503 -1.7915
H -1.8555 -0.6625 1.0617
H 1.7993 -0.6989 1.8217
H 2.1627 -1.8008 -1.0160
*
```

Its calculated total energy is -16691.612 eV. For the LUMO energy (alpha / beta), the calculation gives -3.43 / -7.56 eV. As for the orbital gap (alpha / beta): 10.1 / 6.0 eV. Its relative energy (zero: lowest compared OMol25 entry of this formula, charge and spin) is 5.1 kJ/mol. For the HOMO energy (alpha / beta), the calculation gives -0.49623 / -0.49661 Ha.

Q: What is the calculated total energy in the fifth record?
A: -7862.750 eV